Density functional theory data (ωB97M-V with the def2-TZVPD basis set) for a single C17H23N5OS molecule.

Geometry (Å):
C1 -0.8960 -3.7314 0.3579
C2 -1.7684 -2.7931 0.6703
C3 -1.3841 -1.4961 1.3257
N1 -1.3883 -0.4222 0.3616
C4 -0.3175 0.0055 -0.3720
S1 1.2665 -0.6888 -0.1949
C5 2.2002 0.4317 -1.2978
C6 3.2852 1.1166 -0.4875
O1 3.1897 2.2860 -0.1719
C7 4.4042 0.2597 -0.1200
C8 4.4100 -1.0768 -0.5591
N2 4.4700 -2.1736 -0.8998
C9 5.4747 0.6929 0.6399
C10 5.5753 2.0820 1.1563
N3 6.4798 -0.1431 0.9412
N4 -0.6664 0.9596 -1.1886
N5 -1.9801 1.1742 -1.0117
C11 -2.4210 0.3552 -0.0998
C12 -3.8369 0.2617 0.3434
C13 -4.6781 -0.3748 -0.7717
C14 -6.1453 -0.4474 -0.3637
C15 -6.6770 0.9452 -0.0410
C16 -5.8488 1.5842 1.0691
C17 -4.3794 1.6572 0.6678
H1 -1.1928 -4.6411 -0.1351
H2 0.1525 -3.6236 0.5817
H3 -2.8167 -2.8988 0.4249
H4 -2.0824 -1.2452 2.1303
H5 -0.3723 -1.5666 1.7349
H6 1.4759 1.1530 -1.6757
H7 2.6147 -0.1792 -2.0999
H8 4.7069 2.3164 1.7698
H9 5.5572 2.7900 0.3292
H10 6.4846 2.2187 1.7377
H11 7.2618 0.1658 1.4912
H12 6.4587 -1.0961 0.6145
H13 -3.8992 -0.3667 1.2392
H14 -4.5708 0.2339 -1.6708
H15 -4.3001 -1.3751 -0.9981
H16 -6.7283 -0.8923 -1.1725
H17 -6.2497 -1.0891 0.5155
H18 -6.6217 1.5680 -0.9360
H19 -7.7241 0.8832 0.2629
H20 -6.2204 2.5885 1.2806
H21 -5.9493 0.9921 1.9828
H22 -4.2595 2.2845 -0.2159
H23 -3.7914 2.1007 1.4745

Forces on the atoms, in the same order (eV/Å):
C -0.01 -0.12 0.02
C -0.04 0.15 0.15
C -0.07 -0.35 0.13
N 0.25 0.64 -0.45
C -0.06 0.15 -0.07
S 0.32 -0.25 0.00
C -0.31 -0.04 0.08
C -0.30 0.06 -0.14
O -0.01 0.00 -0.04
C 0.29 0.58 0.33
C 0.12 -0.25 -0.07
N 0.05 -0.44 -0.08
C 0.02 -0.27 -0.08
C 0.07 0.19 0.10
N -0.11 0.12 -0.02
N 0.98 -0.30 -0.04
N -1.22 0.25 0.12
C 0.11 -0.02 0.14
C -0.01 0.16 -0.29
C -0.16 -0.23 0.29
C 0.00 0.16 -0.27
C -0.06 -0.19 0.29
C 0.02 0.17 -0.25
C -0.11 -0.15 0.32
H -0.09 -0.15 -0.11
H 0.22 0.05 0.07
H -0.13 -0.08 -0.08
H 0.20 0.00 -0.04
H -0.16 0.04 0.09
H 0.18 0.01 -0.02
H -0.05 0.09 -0.01
H 0.02 0.02 -0.02
H -0.01 0.00 0.04
H 0.07 -0.02 0.03
H -0.07 -0.01 -0.05
H 0.06 -0.04 0.02
H -0.02 0.01 0.00
H 0.07 0.00 -0.05
H 0.05 0.02 -0.08
H -0.03 -0.08 0.05
H -0.04 -0.07 0.03
H -0.05 0.05 -0.07
H -0.03 0.05 -0.07
H -0.01 -0.01 0.09
H -0.04 0.01 0.08
H 0.05 0.05 -0.02
H 0.06 0.05 -0.06

Calculated values
Total charge: 0
LUMO energy (eV): 0.5042
SMILES string: C=CCn1c(SCC(=O)/C(C#N)=C(\C)N)nnc1C1CCCCC1
Gap between HOMO and LUMO (eV): 8.6051
Energy relative to the best compared isomer or geometry (same formula, charge and spin) (kJ/mol): 140.5

***

Density functional theory data (ωB97M-V with the def2-TZVPD basis set) for a molecular structure, C17H23O2Y.

Geometry (Å):
Y1 0.2083 -0.1146 0.7549
C1 2.0654 0.5369 2.4327
C2 2.6222 -0.2745 1.3973
C3 2.5464 0.4554 0.1730
H1 3.0732 -1.2629 1.5353
C4 1.9582 1.7333 0.4597
C5 1.7009 1.7854 1.8637
H2 1.3491 2.6501 2.4193
H3 2.0274 0.2825 3.4979
H4 2.9262 0.1317 -0.7999
H5 1.8078 2.5441 -0.2578
C6 -2.2451 0.3449 1.8175
C7 -1.5241 1.4970 2.2476
C8 -1.2186 2.2769 1.0928
H6 -1.3251 1.7683 3.2876
C9 -1.7316 1.6045 -0.0518
C10 -2.3931 0.4175 0.3968
H7 -2.9884 -0.2581 -0.2209
H8 -2.7009 -0.3952 2.4803
H9 -0.7294 3.2475 1.0925
H10 -1.7293 1.9961 -1.0753
O1 0.7765 -1.7565 -0.4899
C11 -0.3465 -0.0300 -3.5303
C12 0.3486 -1.3278 -3.2312
C13 0.4231 1.2045 -3.5585
C14 -1.8067 0.0212 -3.6258
C15 0.7296 -2.1864 -1.8345
H11 1.3122 -1.2652 -3.7620
H12 -0.1976 -2.0826 -3.8255
H13 0.0245 -3.0316 -1.8594
H14 1.7341 -2.5502 -2.0931
H15 0.4031 1.6294 -4.5700
H16 1.4626 0.9996 -3.2841
H17 0.0526 1.9970 -2.8897
H18 -2.1020 0.0486 -4.6903
H19 -2.2501 0.9130 -3.1401
H20 -2.2454 -0.8846 -3.1647
C16 -0.4501 -2.1995 4.6150
C17 -0.1192 -1.6034 3.3431
O2 0.1628 -1.9411 2.2198
H21 -1.5141 -1.9890 4.8004
H22 0.1407 -1.6522 5.3646
H23 -0.2382 -3.2799 4.6629

Forces on the atoms, in the same order (eV/Å):
Y -1.30 -1.18 0.11
C 1.08 0.51 -0.13
C 0.75 0.64 -0.01
C 1.00 0.70 0.52
H -0.54 0.38 -0.19
C 0.81 -0.30 0.31
C 0.61 -0.32 -0.20
H -0.23 -0.31 -0.20
H -0.23 0.07 -0.70
H -0.43 0.03 0.44
H -0.10 -0.40 0.25
C -0.44 0.62 -0.45
C -0.43 0.12 -0.57
C -0.65 -0.56 0.15
H 0.18 -0.27 -0.49
C -0.36 0.09 0.23
C -0.10 0.32 0.44
H 0.43 0.15 0.15
H 0.41 0.19 -0.36
H 0.06 -0.31 -0.05
H 0.18 -0.37 0.40
O -0.91 1.22 -1.38
C 0.80 -1.65 2.49
C -0.13 0.56 -0.33
C 0.18 -0.05 -0.07
C 0.01 -0.33 0.17
C -0.28 -0.01 0.18
H 0.37 -0.05 0.21
H -0.02 -0.49 0.26
H 0.08 -0.18 -0.16
H 0.07 -0.31 -0.10
H 0.26 0.79 -0.64
H 0.06 0.20 -0.10
H -0.02 0.41 0.19
H -0.78 0.14 -0.47
H -0.16 -0.10 -0.04
H -0.10 0.41 -0.27
C 0.15 -1.68 0.52
C -0.39 6.12 0.79
O 0.24 -3.39 -1.09
H 0.34 -0.08 -0.05
H -0.36 -0.35 -0.24
H -0.09 -0.94 0.46

Calculated values
Total charge: -2
LUMO energy (eV): 5.1698
Gap between HOMO and LUMO (eV): 3.0537
Energy relative to the best compared isomer or geometry (same formula, charge and spin) (kJ/mol): 85.7

***

Density functional theory data (ωB97M-V with the def2-TZVPD basis set) for a molecular structure, C17H23O3Y.

Geometry (Å):
Y1 0.1046 -0.7016 0.4314
C1 -1.4708 -1.6401 1.9051
C2 -2.1337 -0.5328 1.3297
C3 -2.2956 -0.7835 -0.0387
H1 -2.4007 0.3699 1.8470
C4 -1.7273 -2.0375 -0.3353
C5 -1.2462 -2.5791 0.8783
H2 -0.7828 -3.5414 1.0002
H3 -1.1870 -1.7367 2.9386
H4 -2.7307 -0.1048 -0.7513
H5 -1.6860 -2.5081 -1.3032
C6 2.3886 -0.9526 1.1636
C7 1.8208 -2.2335 1.1426
C8 1.4865 -2.5398 -0.1976
H6 1.6475 -2.8614 2.0003
C9 1.8315 -1.4392 -0.9987
C10 2.3833 -0.4485 -0.1497
H7 2.6947 0.5394 -0.4373
H8 2.6889 -0.4094 2.0403
H9 1.0366 -3.4519 -0.5486
H10 1.7198 -1.3840 -2.0669
O1 -0.1514 0.9676 -1.0228
C11 -0.2194 1.1955 -2.4930
C12 -1.0296 2.4763 -2.2402
C13 -0.9326 0.0771 -3.2022
C14 1.1622 1.4552 -3.0432
C15 -0.7582 2.2673 -0.7569
H11 -2.0768 2.3865 -2.5163
H12 -0.6159 3.3801 -2.6784
H13 -0.0366 2.9348 -0.2972
H14 -1.6187 2.1732 -0.1026
H15 -1.0609 0.3332 -4.2534
H16 -1.9142 -0.1051 -2.7748
H17 -0.3606 -0.8458 -3.1453
H18 1.0944 2.1177 -3.9057
H19 1.6483 0.5377 -3.3619
H20 1.7910 1.9336 -2.2957
C16 0.3876 1.5647 4.5050
C17 0.4698 0.5186 3.4472
O2 0.9250 -0.6748 3.7494
O3 0.0564 0.7933 2.2238
H21 0.7622 1.1671 5.4720
H22 -0.6682 1.8828 4.6311
H23 1.0042 2.4398 4.2115

Forces on the atoms, in the same order (eV/Å):
Y -0.57 4.18 1.41
C -1.55 -0.95 0.36
C -1.09 -0.44 0.14
C -0.87 -0.14 0.04
H -0.04 0.13 0.03
C -0.83 -0.63 0.11
C -1.24 -0.89 0.45
H 0.08 -0.09 0.02
H 0.18 0.02 0.04
H -0.10 0.11 -0.05
H 0.05 -0.06 -0.15
C 1.09 0.00 -0.21
C 0.86 -0.77 -0.14
C 1.10 -0.78 -0.18
H -0.11 0.02 0.08
C 1.37 -0.54 -0.30
C 1.40 -0.35 -0.41
H 0.05 0.17 -0.06
H -0.02 0.01 0.16
H -0.06 -0.05 -0.13
H -0.09 0.09 -0.17
O 0.00 0.45 -0.68
C -0.02 0.19 0.10
C 0.02 0.21 -0.16
C -0.10 0.14 0.00
C -0.02 0.04 -0.20
C -0.10 -0.01 0.02
H -0.03 -0.03 0.05
H 0.03 -0.01 0.01
H 0.14 0.07 0.00
H -0.21 -0.07 0.02
H 0.08 0.05 0.01
H -0.19 0.02 -0.01
H 0.15 -0.24 -0.09
H -0.03 -0.01 0.01
H 0.14 -0.17 -0.02
H 0.04 0.20 0.05
C 0.06 0.65 0.73
C 0.56 -4.14 -2.10
O -1.35 3.78 -0.53
O 1.31 0.08 2.45
H -0.24 0.19 -0.69
H 0.61 -0.03 -0.16
H -0.48 -0.38 0.13

Calculated values
Total charge: -2
LUMO energy (eV): 4.5838
Gap between HOMO and LUMO (eV): 1.7412